No. 1
{
  "formula": "C28H34IN5O8STl",
  "method": "ωB97M-V with the def2-TZVPD basis set",
  "energy_ev": -77047.6622,
  "charge": -1,
  "orbital_gap_ev": 7.32,
  "spin_multiplicity": 1,
  "elements": ["Tl", "C", "C", "O", "C", "C", "C", "N", "N", "C", "O", "C", "C", "C", "C", "C", "C", "H", "H", "H", "H", "H", "H", "H", "H", "H", "H", "H", "H", "C", "O", "C", "C", "O", "C", "C", "O", "C", "H", "H", "H", "H", "H", "H", "H", "H", "H", "H", "H", "H", "H", "H", "I", "C", "H", "H", "O", "S", "O", "O", "C", "N", "C", "C", "C", "N", "C", "C", "C", "N", "C", "C", "H", "H", "H", "H", "H", "H"],
  "coordinates": [[0.623, -0.307, -1.599], [-2.376, -0.874, -5.212], [-1.554, -1.242, -3.994], [-1.027, -0.300, -3.355], [-1.465, -2.591, -3.637], [-0.757, -3.131, -2.554], [-0.844, -4.630, -2.392], [-0.013, -2.459, -1.678], [0.589, -3.279, -0.731], [1.494, -2.710, -0.003], [1.884, -1.476, -0.063], [2.128, -3.596, 1.032], [3.021, -3.063, 1.954], [3.607, -3.868, 2.925], [3.307, -5.219, 2.980], [2.417, -5.761, 2.059], [1.832, -4.957, 1.094], [-2.186, 0.165, -5.471], [-3.439, -0.997, -4.992], [-2.138, -1.519, -6.058], [-1.988, -3.300, -4.264], [-1.491, -5.050, -3.159], [-1.229, -4.881, -1.404], [0.147, -5.077, -2.459], [3.251, -2.012, 1.903], [4.298, -3.435, 3.637], [3.761, -5.849, 3.735], [2.177, -6.816, 2.096], [1.136, -5.366, 0.374], [4.784, -0.769, -0.950], [4.157, 0.458, -0.659], [4.170, 0.730, 0.720], [3.362, 1.970, 0.999], [1.970, 1.739, 0.881], [1.243, 1.652, 2.097], [0.739, 0.256, 2.376], [-0.267, -0.069, 1.439], [-0.942, -1.264, 1.773], [5.839, -0.754, -0.649], [4.728, -0.917, -2.028], [4.272, -1.597, -0.447], [5.205, 0.886, 1.063], [3.745, -0.114, 1.267], [3.642, 2.747, 0.279], [3.606, 2.337, 2.001], [0.390, 2.334, 2.035], [1.870, 1.973, 2.935], [0.319, 0.236, 3.392], [1.557, -0.469, 2.320], [-1.445, -1.169, 2.743], [-0.256, -2.117, 1.810], [-1.689, -1.446, 1.002], [0.980, 2.335, -4.076], [1.879, 1.209, -2.515], [2.173, 1.910, -1.746], [2.778, 0.756, -2.914], [-2.439, 7.421, 1.208], [-2.138, 7.081, 2.583], [-1.165, 6.021, 2.745], [-4.023, 6.197, 3.090], [-4.499, 5.365, 2.251], [-5.838, 5.392, 1.983], [-6.283, 4.534, 1.087], [-5.481, 3.626, 0.403], [-4.139, 3.660, 0.750], [-3.656, 4.481, 1.663], [-3.119, 2.774, 0.120], [-3.421, 1.520, -0.401], [-2.403, 0.736, -0.907], [-1.132, 1.140, -0.920], [-0.844, 2.360, -0.460], [-1.797, 3.201, 0.071], [-7.351, 4.570, 0.884], [-5.880, 2.971, -0.358], [-4.433, 1.138, -0.383], [-2.595, -0.250, -1.310], [0.199, 2.650, -0.492], [-1.535, 4.170, 0.476]],
  "lowdin_charge": [1.05, -0.02, -0.48, -0.17, -0.05, -0.32, -0.05, -0.05, 0.04, -0.49, -0.16, -0.14, -0.03, -0.08, -0.10, -0.09, -0.03, 0.08, 0.08, 0.08, 0.09, 0.07, 0.08, 0.08, 0.08, 0.10, 0.09, 0.10, 0.10, -0.10, -0.20, -0.21, -0.17, -0.16, -0.16, -0.19, -0.22, -0.08, 0.09, 0.09, 0.08, 0.13, 0.10, 0.14, 0.12, 0.13, 0.13, 0.13, 0.11, 0.09, 0.08, 0.09, 0.77, -0.79, -0.06, -0.05, -0.48, 0.79, -0.49, -0.19, -0.55, 0.13, -0.17, -0.04, -0.25, 0.18, -0.12, 0.01, -0.12, -0.02, -0.12, 0.04, 0.10, 0.09, 0.11, 0.11, 0.10, 0.12]
}

---

No. 2
{
  "formula": "C33H26IN8O2PbS2",
  "method": "ωB97M-V with the def2-TZVPD basis set",
  "energy_ev": -85650.9944,
  "charge": 3,
  "orbital_gap_ev": 3.06,
  "spin_multiplicity": 1,
  "elements": ["Pb", "O", "S", "O", "N", "C", "C", "C", "C", "C", "C", "C", "C", "N", "C", "C", "C", "C", "C", "C", "C", "H", "H", "H", "H", "H", "H", "H", "H", "H", "H", "H", "I", "C", "C", "N", "N", "C", "H", "H", "H", "N", "C", "C", "C", "C", "C", "C", "N", "C", "C", "C", "C", "N", "C", "C", "H", "H", "H", "H", "H", "H", "H", "H", "H", "S", "C", "C", "N", "C", "H", "H", "H"],
  "coordinates": [[0.429, -1.536, -0.674], [2.392, 1.157, 0.437], [3.630, 0.106, 0.241], [4.382, 0.160, 1.443], [2.892, -1.170, -0.171], [3.481, -2.431, 0.228], [4.815, -2.711, 0.111], [5.358, -3.926, 0.567], [4.555, -4.848, 1.165], [3.168, -4.602, 1.289], [2.304, -5.523, 1.926], [0.972, -5.247, 2.042], [0.482, -4.078, 1.456], [1.249, -3.198, 0.834], [2.611, -3.407, 0.784], [4.584, 0.787, -1.055], [4.388, 0.372, -2.373], [5.252, 0.845, -3.347], [6.305, 1.695, -2.993], [6.498, 2.082, -1.672], [5.642, 1.622, -0.684], [5.478, -1.974, -0.332], [6.417, -4.114, 0.449], [4.960, -5.775, 1.552], [2.715, -6.444, 2.321], [0.294, -5.919, 2.549], [-0.582, -3.870, 1.469], [3.590, -0.321, -2.614], [5.135, 0.524, -4.374], [6.999, 2.027, -3.755], [7.332, 2.720, -1.408], [5.799, 1.880, 0.358], [-3.833, -6.346, -2.206], [-3.048, -4.709, -1.235], [-3.546, -4.074, -0.122], [-2.702, -3.063, 0.167], [-1.678, -2.996, -0.710], [-1.888, -3.999, -1.563], [-4.431, -4.273, 0.464], [-2.801, -2.377, 0.896], [-1.213, -4.182, -2.389], [-4.926, 3.201, 2.067], [-6.036, 3.951, 1.766], [-6.916, 4.693, 2.555], [-7.932, 5.328, 1.889], [-8.078, 5.250, 0.483], [-7.210, 4.524, -0.289], [-6.160, 3.866, 0.368], [-5.154, 3.088, -0.152], [-4.442, 2.707, 0.881], [-3.296, 1.835, 0.736], [-2.497, 1.400, 1.798], [-1.449, 0.541, 1.558], [-1.141, 0.085, 0.333], [-1.902, 0.515, -0.701], [-2.959, 1.372, -0.550], [-4.564, 3.042, 2.990], [-6.802, 4.783, 3.627], [-8.647, 5.908, 2.458], [-8.897, 5.777, 0.012], [-7.326, 4.436, -1.361], [-2.682, 1.721, 2.815], [-0.830, 0.190, 2.377], [-1.653, 0.134, -1.689], [-3.555, 1.693, -1.393], [2.933, 3.592, -2.329], [2.815, 3.259, -0.761], [1.870, 2.107, -0.469], [1.381, 1.569, -1.720], [1.805, 2.210, -2.710], [3.309, 3.852, 0.008], [1.006, 2.507, 0.077], [1.545, 2.002, -3.746]],
  "lowdin_charge": [1.47, -0.20, 0.77, -0.19, -0.28, -0.26, 0.00, -0.02, 0.01, -0.12, 0.05, 0.00, -0.11, -0.05, -0.17, -0.33, -0.08, -0.03, -0.01, -0.02, -0.04, 0.12, 0.13, 0.14, 0.14, 0.13, 0.10, 0.12, 0.13, 0.13, 0.13, 0.13, 0.97, -0.77, -0.11, -0.01, -0.14, -0.19, 0.14, 0.15, 0.12, 0.18, -0.17, -0.01, -0.05, -0.06, 0.00, -0.21, 0.19, -0.30, -0.10, 0.01, -0.13, -0.14, -0.19, 0.02, 0.16, 0.12, 0.12, 0.11, 0.12, 0.12, 0.12, 0.09, 0.13, 1.26, -0.22, -0.40, 0.08, -0.27, 0.14, 0.19, 0.13]
}

---

No. 3
{
  "formula": "C5H10O2",
  "method": "ωB97M-V with the def2-TZVPD basis set",
  "smiles": "C=CC(CO)CO",
  "energy_ev": -9440.7744,
  "orbital_gap_ev": 10.69,
  "spin_multiplicity": 1,
  "elements": ["C", "C", "C", "C", "O", "C", "O", "H", "H", "H", "H", "H", "H", "H", "H", "H", "H"],
  "coordinates": [[1.815, 0.840, -1.056], [1.202, 0.132, -0.107], [-0.252, 0.327, 0.262], [-0.667, -0.618, 1.384], [0.170, -0.403, 2.500], [-1.236, 0.115, -0.938], [-0.645, 0.002, -2.208], [2.854, 0.668, -1.321], [1.286, 1.613, -1.610], [1.754, -0.626, 0.447], [-0.364, 1.351, 0.639], [-0.587, -1.657, 1.019], [-1.725, -0.441, 1.636], [-0.049, -1.061, 3.169], [-1.845, -0.781, -0.733], [-1.924, 0.964, -0.996], [0.214, -0.424, -2.086]],
  "nbo_charge": [-0.40, -0.19, -0.32, -0.05, -0.72, -0.05, -0.72, 0.20, 0.21, 0.21, 0.22, 0.16, 0.17, 0.47, 0.15, 0.18, 0.48]
}

---

No. 4
{
  "formula": "C43H45AsBF2HfN8S",
  "method": "ωB97M-V with the def2-TZVPD basis set",
  "energy_ev": -136332.5748,
  "charge": 1,
  "orbital_gap_ev": 7.14,
  "spin_multiplicity": 1,
  "elements": ["Hf", "C", "C", "C", "N", "C", "C", "C", "C", "C", "C", "C", "N", "C", "C", "C", "N", "C", "C", "C", "C", "C", "C", "C", "N", "C", "C", "H", "H", "H", "H", "H", "H", "H", "H", "H", "H", "H", "H", "H", "H", "H", "H", "H", "H", "H", "H", "H", "H", "H", "H", "H", "H", "C", "C", "N", "N", "C", "S", "N", "N", "H", "H", "H", "H", "H", "H", "C", "C", "C", "C", "C", "C", "As", "C", "C", "C", "C", "C", "C", "C", "C", "C", "C", "C", "C", "H", "H", "H", "H", "H", "H", "H", "H", "H", "H", "H", "H", "H", "F", "B", "F"],
  "coordinates": [[1.002, -0.684, -0.944], [2.722, 2.270, -1.042], [2.469, 2.132, 0.460], [3.017, 0.891, 1.147], [2.498, -0.379, 0.615], [2.872, -1.517, 1.248], [3.660, -1.488, 2.404], [4.051, -2.485, 3.292], [3.766, -3.831, 3.305], [3.065, -4.511, 2.320], [2.549, -4.056, 1.125], [2.487, -2.772, 0.557], [2.019, -2.575, -0.679], [1.918, -3.628, -1.688], [2.720, -3.233, -2.955], [3.239, -1.800, -2.934], [2.161, -0.812, -2.842], [1.663, -0.198, -3.906], [2.237, -0.320, -5.203], [1.795, 0.106, -6.425], [0.649, 0.834, -6.776], [-0.213, 1.425, -5.898], [-0.185, 1.443, -4.495], [0.595, 0.775, -3.577], [0.418, 0.947, -2.229], [0.266, 2.310, -1.734], [1.614, 3.044, -1.753], [3.689, 2.746, -1.223], [2.814, 1.277, -1.496], [2.873, 3.000, 0.986], [1.396, 2.174, 0.656], [4.113, 0.879, 1.081], [2.762, 0.970, 2.211], [4.021, -0.510, 2.681], [4.653, -2.122, 4.119], [4.126, -4.409, 4.145], [2.915, -5.571, 2.494], [2.068, -4.823, 0.536], [2.282, -4.583, -1.308], [0.869, -3.775, -1.953], [3.578, -3.897, -3.070], [2.089, -3.378, -3.835], [3.867, -1.657, -2.050], [3.888, -1.627, -3.792], [3.160, -0.877, -5.241], [2.431, -0.185, -7.253], [0.462, 0.975, -7.832], [-1.030, 1.987, -6.334], [-0.959, 2.057, -4.050], [-0.467, 2.883, -2.312], [-0.117, 2.259, -0.711], [1.492, 4.028, -1.289], [1.901, 3.223, -2.793], [-5.473, -0.991, -0.885], [-4.426, -1.641, -1.705], [-4.562, -2.703, -2.434], [-3.317, -2.910, -2.954], [-2.405, -2.016, -2.563], [-0.781, -2.004, -3.049], [-3.129, -1.183, -1.758], [-2.623, -0.071, -1.102], [-6.421, -1.489, -1.067], [-5.567, 0.067, -1.136], [-5.236, -1.062, 0.178], [-3.135, -3.696, -3.556], [-3.004, -0.040, -0.161], [-2.907, 0.773, -1.591], [1.462, 4.001, 4.731], [0.805, 4.480, 3.608], [0.121, 3.605, 2.775], [0.088, 2.247, 3.068], [0.750, 1.767, 4.192], [1.433, 2.645, 5.022], [-0.763, 0.994, 1.853], [-1.800, -0.081, 3.086], [-1.351, -1.108, 3.902], [-2.257, -1.768, 4.718], [-3.604, -1.421, 4.696], [-4.056, -0.412, 3.865], [-3.151, 0.272, 3.058], [-3.496, 1.371, 2.134], [-4.779, 1.874, 1.933], [-4.981, 2.914, 1.040], [-3.911, 3.460, 0.342], [-2.628, 2.962, 0.534], [-2.416, 1.922, 1.430], [1.989, 4.685, 5.382], [0.819, 5.538, 3.382], [-0.394, 3.998, 1.906], [0.731, 0.713, 4.440], [1.938, 2.269, 5.902], [-0.313, -1.414, 3.893], [-1.916, -2.567, 5.363], [-4.305, -1.950, 5.327], [-5.108, -0.157, 3.858], [-5.621, 1.466, 2.475], [-5.978, 3.307, 0.893], [-4.076, 4.277, -0.346], [-1.810, 3.401, -0.022], [-0.258, -2.210, 1.515], [-0.596, -2.057, 0.198], [-1.509, -2.985, -0.133]],
  "lowdin_charge": [1.53, -0.20, -0.20, -0.23, -0.10, -0.22, 0.00, -0.06, -0.08, -0.05, 0.00, -0.22, -0.15, -0.21, -0.14, -0.21, -0.10, -0.25, 0.01, -0.05, -0.08, -0.06, -0.01, -0.29, -0.17, -0.25, -0.17, 0.12, 0.07, 0.13, 0.03, 0.13, 0.10, 0.09, 0.11, 0.11, 0.12, 0.11, 0.10, 0.06, 0.11, 0.11, 0.12, 0.10, 0.10, 0.11, 0.11, 0.11, 0.11, 0.11, 0.05, 0.12, 0.12, 0.01, -0.32, 0.14, 0.04, -0.70, 0.73, -0.08, 0.14, 0.09, 0.09, 0.09, 0.16, 0.08, 0.12, -0.08, -0.07, -0.11, -0.38, -0.11, -0.07, 1.38, -0.31, -0.10, -0.06, -0.06, -0.02, -0.20, -0.21, -0.02, -0.07, -0.08, -0.11, -0.33, 0.11, 0.11, 0.09, 0.09, 0.11, 0.10, 0.11, 0.11, 0.11, 0.11, 0.11, 0.11, 0.08, 0.07, -0.76, 0.12]
}

---

Values of relative energy (zero: lowest compared OMol25 entry of this formula, charge and spin), in order: 0.0 55.5 52.3 0.6, all in kcal per mole.